DFT (wB97M-V/def2-TZVPD) results for a 12-piece molecular cluster, C42H92O30S10 overall in a non-equilibrium geometry.

The geometry in XYZ format:
```
174
Properties=species:S:1:pos:R:3:lowdin_charge:R:1
C -2.82 1.79 -3.92 -0.053
C -3.14 0.62 -4.84 -0.271
O -4.41 0.80 -5.44 -0.260
S -5.60 -0.26 -5.15 0.620
C -6.80 0.55 -6.23 -0.103
O -5.26 -1.55 -5.69 -0.269
O -6.04 -0.09 -3.79 -0.292
H -1.78 1.68 -3.62 0.070
H -3.52 1.86 -3.09 0.063
H -2.79 2.68 -4.56 0.077
H -2.32 0.49 -5.56 0.126
H -3.10 -0.30 -4.25 0.117
H -6.28 0.74 -7.17 0.068
H -7.16 1.50 -5.86 0.072
H -7.61 -0.15 -6.43 0.072
C 4.93 -4.18 -2.71 -0.042
C 3.43 -4.06 -2.94 -0.291
O 2.76 -5.05 -2.18 -0.233
S 1.26 -4.72 -1.68 0.600
C 0.44 -4.36 -3.23 -0.098
O 0.70 -5.93 -1.15 -0.273
O 1.26 -3.53 -0.87 -0.298
H 5.31 -5.12 -3.10 0.086
H 5.19 -4.00 -1.67 0.071
H 5.42 -3.38 -3.27 0.070
H 3.18 -3.02 -2.70 0.113
H 3.20 -4.20 -4.00 0.124
H 0.45 -5.24 -3.86 0.081
H 0.99 -3.50 -3.62 0.060
H -0.59 -4.11 -2.98 0.062
C -0.13 -0.45 2.24 -0.055
C 0.31 -0.99 0.87 -0.236
O 1.35 -0.09 0.42 -0.268
S 1.24 0.55 -1.08 0.609
C 0.06 1.92 -0.79 -0.082
O 2.52 1.11 -1.41 -0.283
O 0.57 -0.39 -1.94 -0.291
H -0.39 0.60 2.17 0.081
H 0.67 -0.57 2.98 0.043
H -1.01 -1.00 2.57 0.082
H 0.84 -1.93 0.97 0.089
H -0.57 -0.99 0.23 0.106
H -0.91 1.48 -0.57 0.046
H -0.05 2.47 -1.72 0.050
H 0.44 2.55 0.01 0.062
C 2.91 5.37 -8.06 -0.071
C 3.07 4.94 -6.63 -0.233
O 1.85 4.20 -6.26 -0.274
S 1.67 3.91 -4.70 0.579
C -0.14 3.94 -4.69 -0.110
O 2.10 2.58 -4.44 -0.275
O 2.14 5.03 -3.93 -0.275
H 3.80 5.95 -8.31 0.087
H 2.13 6.13 -8.15 0.082
H 2.73 4.57 -8.77 0.083
H 3.91 4.27 -6.45 0.128
H 3.10 5.81 -5.98 0.112
H -0.47 3.89 -3.66 0.056
H -0.40 3.09 -5.32 0.064
H -0.38 4.90 -5.13 0.074
C -2.47 4.44 1.03 -0.062
C -3.57 4.43 2.05 -0.261
O -4.84 4.50 1.39 -0.303
S -6.20 4.93 2.18 0.615
C -6.09 3.80 3.57 -0.101
O -5.97 6.30 2.56 -0.281
O -7.34 4.57 1.38 -0.271
H -2.55 3.52 0.44 0.052
H -1.49 4.43 1.50 0.081
H -2.53 5.30 0.35 0.090
H -3.53 3.44 2.52 0.119
H -3.44 5.25 2.75 0.127
H -5.70 2.89 3.12 0.052
H -7.10 3.64 3.92 0.076
H -5.49 4.25 4.36 0.076
C 3.17 -3.52 1.57 -0.058
C 3.94 -2.41 2.27 -0.275
O 4.41 -2.94 3.51 -0.249
S 5.19 -1.88 4.49 0.621
C 3.76 -1.18 5.41 -0.098
O 6.04 -2.63 5.35 -0.266
O 5.73 -0.80 3.72 -0.288
H 3.16 -3.23 0.52 0.058
H 2.16 -3.75 1.91 0.065
H 3.69 -4.46 1.77 0.093
H 4.69 -1.98 1.61 0.103
H 3.20 -1.62 2.46 0.106
H 3.15 -1.97 5.84 0.068
H 3.18 -0.68 4.63 0.021
H 4.10 -0.51 6.19 0.073
C -5.25 3.99 -1.62 -0.051
C -5.51 2.64 -0.98 -0.283
O -4.25 2.10 -0.60 -0.271
S -4.28 0.80 0.37 0.620
C -4.86 -0.49 -0.74 -0.099
O -2.88 0.57 0.65 -0.293
O -5.22 0.98 1.43 -0.257
H -4.52 3.96 -2.45 0.068
H -4.71 4.65 -0.95 0.057
H -6.12 4.54 -1.98 0.090
H -6.22 2.70 -0.15 0.103
H -6.08 2.03 -1.68 0.112
H -5.12 -1.29 -0.05 0.058
H -4.13 -0.89 -1.45 0.073
H -5.78 -0.16 -1.22 0.054
C 5.68 2.10 0.57 -0.043
C 4.38 1.87 1.31 -0.257
O 4.63 2.16 2.69 -0.246
S 3.38 2.33 3.69 0.603
C 2.46 3.73 2.95 -0.082
O 2.57 1.14 3.59 -0.307
O 3.86 2.78 4.95 -0.256
H 6.40 1.35 0.91 0.078
H 6.10 3.10 0.69 0.090
H 5.50 2.06 -0.50 0.069
H 3.57 2.44 0.85 0.100
H 4.10 0.81 1.28 0.111
H 3.08 4.60 3.12 0.074
H 1.59 3.75 3.61 0.069
H 2.16 3.47 1.95 0.042
C -4.61 -5.15 -2.37 -0.054
C -3.94 -4.41 -1.23 -0.299
O -3.84 -5.22 -0.07 -0.248
S -3.46 -4.54 1.38 0.623
C -1.69 -4.33 1.11 -0.100
O -4.12 -3.26 1.48 -0.292
O -3.64 -5.55 2.37 -0.262
H -4.29 -6.19 -2.39 0.084
H -4.30 -4.63 -3.27 0.079
H -5.70 -5.12 -2.27 0.080
H -2.93 -4.16 -1.58 0.105
H -4.47 -3.47 -1.06 0.099
H -1.40 -3.63 0.33 0.056
H -1.30 -5.34 0.96 0.076
H -1.26 -4.06 2.07 0.059
C 6.67 -1.20 -0.67 -0.041
C 5.87 -0.45 -1.74 -0.287
O 6.19 -0.96 -3.02 -0.280
S 5.90 -0.11 -4.37 0.625
C 4.11 0.22 -4.16 -0.111
O 6.59 1.15 -4.22 -0.281
O 6.07 -1.01 -5.47 -0.275
H 6.59 -0.82 0.35 0.064
H 7.72 -1.15 -0.98 0.090
H 6.35 -2.24 -0.71 0.061
H 4.81 -0.67 -1.54 0.111
H 6.04 0.63 -1.68 0.092
H 3.57 -0.72 -4.11 0.066
H 3.79 0.68 -5.10 0.060
H 3.94 0.93 -3.36 0.037
C 0.63 -3.86 4.65 -0.091
C 0.20 -5.17 4.52 -0.104
C -1.09 -5.55 4.86 -0.093
C -2.04 -4.57 5.15 -0.092
C -1.61 -3.24 5.20 -0.087
C -0.26 -2.91 5.13 -0.078
H 1.65 -3.66 4.35 0.086
H 0.91 -5.94 4.23 0.104
H -1.33 -6.61 4.85 0.106
H -3.03 -4.94 5.36 0.106
H -2.39 -2.51 5.40 0.101
H -0.02 -1.86 5.19 0.067
C 1.13 0.91 6.70 -0.080
C 0.60 1.22 7.94 -0.087
C -0.78 1.27 8.15 -0.077
C -1.61 0.93 7.07 -0.094
C -1.10 0.59 5.84 -0.099
C 0.28 0.55 5.68 -0.123
H 2.21 0.93 6.58 0.086
H 1.28 1.44 8.75 0.102
H -1.19 1.51 9.13 0.097
H -2.68 0.91 7.28 0.098
H -1.77 0.32 5.03 0.103
H 0.68 0.28 4.71 0.052
```

SMILES: CCOS(C)(=O)=O.CCOS(C)(=O)=O.CCOS(C)(=O)=O.CCOS(C)(=O)=O.CCOS(C)(=O)=O.CCOS(C)(=O)=O.CCOS(C)(=O)=O.CCOS(C)(=O)=O.CCOS(C)(=O)=O.CCOS(C)(=O)=O.c1ccccc1.c1ccccc1
spin multiplicity: 1
HOMO energy: -0.341 Ha


DFT (wB97M-V/def2-TZVPD) results for a 2-piece molecular cluster, C29H32N3O2 overall in a non-equilibrium geometry.

The geometry in XYZ format:
```
66
Properties=species:S:1:pos:R:3:lowdin_charge:R:1
C -1.20 -1.27 3.94 0.003
N -1.56 -0.80 2.63 -0.035
C -2.87 -0.57 2.26 -0.393
O -3.85 -0.77 2.96 0.087
C -2.85 0.00 0.84 -0.155
C -3.41 1.42 0.78 -0.074
C -2.67 2.33 1.72 -0.228
C -3.08 2.40 3.06 -0.032
C -2.38 3.19 3.97 -0.060
C -1.28 3.94 3.55 -0.078
C -0.88 3.89 2.20 -0.074
C -1.61 3.12 1.29 -0.046
N -1.43 -0.09 0.49 0.044
C -0.91 0.46 -0.63 0.009
C 0.45 0.54 -0.84 -0.031
C 1.07 1.46 -1.69 -0.002
C 2.43 1.33 -2.16 -0.207
C 2.97 2.26 -3.09 -0.005
C 4.35 2.34 -3.28 -0.051
C 5.21 1.47 -2.59 -0.039
C 4.67 0.48 -1.76 -0.054
C 3.29 0.35 -1.61 -0.005
C -0.56 -0.53 1.61 -0.232
C 0.31 -1.72 1.32 -0.061
C -0.19 -2.84 0.77 -0.020
C 0.61 -4.00 0.42 -0.222
C -0.04 -5.18 0.00 -0.032
C 0.69 -6.32 -0.35 -0.069
C 2.09 -6.29 -0.29 -0.066
C 2.75 -5.13 0.14 -0.071
C 2.02 -3.99 0.49 -0.032
H -2.11 -1.44 4.52 0.102
H -0.63 -2.20 3.87 0.096
H -0.57 -0.52 4.45 0.103
H -3.41 -0.68 0.19 0.175
H -3.36 1.78 -0.25 0.120
H -4.46 1.34 1.09 0.141
H -3.94 1.81 3.38 0.121
H -2.71 3.22 5.01 0.112
H -0.73 4.56 4.26 0.109
H -0.02 4.46 1.86 0.106
H -1.33 3.12 0.23 0.104
H -1.64 0.87 -1.34 0.145
H 1.08 -0.12 -0.24 0.089
H 0.57 2.42 -1.83 0.110
H 2.29 2.93 -3.61 0.116
H 4.75 3.10 -3.95 0.116
H 6.29 1.56 -2.71 0.116
H 5.33 -0.21 -1.21 0.115
H 2.88 -0.46 -1.00 0.109
H 0.08 0.30 1.95 0.171
H 1.35 -1.62 1.64 0.116
H -1.26 -2.92 0.57 0.131
H -1.13 -5.18 -0.04 0.114
H 0.17 -7.22 -0.67 0.111
H 2.67 -7.17 -0.58 0.110
H 3.84 -5.11 0.19 0.108
H 2.53 -3.08 0.82 0.099
C -1.53 1.36 -4.56 -0.096
N -0.31 1.95 -4.03 -0.115
O -0.82 2.99 -3.13 -0.136
H -1.29 0.81 -5.46 0.086
H -1.97 0.67 -3.83 0.069
H -2.26 2.15 -4.78 0.091
H 0.13 1.26 -3.42 0.059
H -0.58 3.81 -3.59 0.110
```

spin multiplicity: 1
HOMO energy: -0.413 Ha
total charge: +1


Q: What is the spin multiplicity in the second record?
A: 1